1.
33
Properties=species:S:1:pos:R:3 method="wB97M-V/def2-TZVPD" total_charge=+2 relative_energy_ev=0.000 total_energy_ha=-937.0520 spin_multiplicity=3 orbital_gap_ev="7.88 / 6.96"
C -0.785 2.180 1.205
C 1.428 2.142 -0.029
C -0.864 3.631 0.865
C 1.469 3.655 -0.073
C 0.847 -2.751 -0.472
C -1.467 -2.640 -0.932
C 0.694 -4.270 -0.156
C -1.434 -4.184 -0.574
C 0.043 1.549 0.120
N 0.446 4.313 0.884
N -0.351 -2.058 -0.179
O -0.271 -4.756 -1.090
S -0.447 0.257 -0.751
H -0.446 2.243 2.306
H -1.812 1.620 1.141
H 2.037 1.909 -0.974
H 1.837 1.688 0.910
H -1.336 3.851 -0.057
H -1.590 4.273 1.403
H 2.536 4.083 0.129
H 1.123 3.965 -1.034
H 1.765 -2.496 -0.014
H 1.166 -2.610 -1.444
H -1.377 -2.667 -1.944
H -2.363 -2.249 -0.600
H 1.507 -4.926 -0.359
H 0.371 -4.565 0.918
H -1.544 -4.353 0.487
H -2.276 -4.650 -1.029
H 0.462 5.261 0.686
H 0.965 4.178 1.708
H -0.703 -1.964 0.744
H 0.371 0.338 -1.795

---

2.
35
Properties=species:S:1:pos:R:3 method="wB97M-V/def2-TZVPD" total_charge=+2 relative_energy_ev=1.699 total_energy_ha=-723.7080 smiles="C[NH2+]N1CN2CCC[C@@H](C(C)=O)[N@@H+]2CO1" orbital_gap_ev=11.04
C 4.708 -0.324 0.501
N 3.637 -0.772 -0.423
N 2.361 -0.367 0.056
C 1.551 0.630 -0.892
N 0.346 0.897 -0.174
C -0.384 2.080 -0.626
C -1.574 2.306 0.290
C -2.529 1.131 0.129
C -1.829 -0.182 0.504
C -2.609 -1.338 -0.180
C -3.974 -1.608 0.298
O -2.050 -1.875 -1.109
N -0.447 -0.297 -0.058
C 0.368 -1.255 0.756
O 1.545 -1.541 0.089
H 4.498 -0.698 1.501
H 5.670 -0.711 0.169
H 4.748 0.763 0.533
H 3.842 -0.450 -1.386
H 3.631 -1.811 -0.449
H 1.418 0.126 -1.865
H 2.129 1.547 -0.976
H -0.719 1.977 -1.667
H 0.310 2.918 -0.562
H -2.076 3.230 0.006
H -1.241 2.401 1.323
H -3.401 1.250 0.770
H -2.880 1.091 -0.906
H -1.779 -0.289 1.589
H -4.138 -1.282 1.320
H -4.213 -2.666 0.185
H -4.677 -1.079 -0.351
H -0.655 -0.802 -0.987
H 0.566 -0.788 1.730
H -0.154 -2.211 0.861

---

3.
30
Properties=species:S:1:pos:R:3 method="wB97M-V/def2-TZVPD" total_charge=0 relative_energy_ev=0.408 total_energy_ha=-644.1481 spin_multiplicity=3 orbital_gap_ev="6.07 / 7.72"
C -1.251 -2.728 0.588
C -0.337 -1.729 -0.187
C -2.467 1.717 0.703
C -2.899 -0.141 -0.955
C 3.128 -0.809 0.209
C 1.678 0.898 -1.990
C 1.766 1.736 1.270
C 0.117 -0.694 0.523
C -2.142 0.875 -0.528
Si 1.593 0.394 -0.091
H -0.692 -3.604 0.958
H -1.899 -2.330 1.275
H 0.052 -1.994 -1.153
H -3.315 1.187 1.207
H -1.677 1.922 1.268
H -2.721 2.799 0.444
H -2.545 -0.559 -1.887
H -3.875 -0.389 -0.544
H -1.856 -3.162 -0.218
H 4.113 -0.423 0.070
H 3.085 -1.309 1.157
H 3.125 -1.608 -0.436
H 1.067 1.634 -2.283
H 2.627 1.275 -2.136
H 1.415 0.052 -2.493
H 1.218 2.693 0.943
H 1.479 1.355 2.173
H 2.786 2.102 1.372
H -0.235 -0.487 1.672
H -1.341 1.327 -0.934

---

4.
39
Properties=species:S:1:pos:R:3 method="wB97M-V/def2-TZVPD" total_charge=-1 total_energy_ha=-6175.2535 orbital_gap_ev=6.69
C 1.754 -1.854 1.143
C 2.203 -1.616 -0.306
P 1.795 -0.024 -1.147
C 3.112 1.144 -0.599
C 3.631 1.952 -1.795
C 0.283 0.665 -0.332
O 0.565 1.049 1.001
B -0.669 0.794 1.832
B -1.084 2.024 2.977
N -1.615 3.386 2.677
O -0.946 1.747 4.315
O -1.704 0.553 0.762
C -0.973 -0.201 -0.174
C -1.931 -0.498 -1.331
Br -1.064 -0.421 -3.087
C -2.598 -1.868 -1.214
C -3.524 -2.265 -2.348
Br -3.678 -1.913 0.423
H 1.794 -0.942 1.732
H 0.750 -2.264 1.199
H 2.411 -2.590 1.617
H 3.293 -1.675 -0.340
H 1.834 -2.403 -0.965
H 2.746 1.829 0.168
H 3.923 0.569 -0.150
H 4.232 1.317 -2.446
H 2.796 2.307 -2.399
H 4.228 2.804 -1.470
H 0.025 1.557 -0.921
H -0.571 -0.294 2.488
H -1.264 3.595 1.747
H -2.617 3.304 2.528
H -0.569 0.868 4.367
H -0.716 -1.148 0.318
H -2.703 0.266 -1.351
H -1.840 -2.633 -1.058
H -4.330 -1.539 -2.453
H -3.988 -3.223 -2.118
H -2.989 -2.358 -3.288

---

5.
38
Properties=species:S:1:pos:R:3 method="wB97M-V/def2-TZVPD" total_charge=-1 relative_energy_ev=0.000 total_energy_ha=-5264.8808 orbital_gap_ev=8.03
O 5.405 -3.550 0.422
C 4.630 -2.880 -0.201
O 4.593 -1.557 -0.125
C 3.763 -0.842 -1.077
C 2.657 -0.086 -0.371
Ga 1.034 -1.234 -0.062
Br 0.128 -1.641 -2.315
H 3.858 -3.303 -0.865
H 3.361 -1.563 -1.798
H 4.451 -0.194 -1.628
H 3.043 0.237 0.605
H 2.422 0.816 -0.945
H 1.490 -2.688 0.442
H -0.095 -0.574 0.840
C 1.726 3.536 -0.094
O 1.533 3.005 -1.168
N 0.885 3.424 0.956
C 1.150 4.051 2.225
C -0.317 2.614 0.784
H 2.620 4.148 0.127
H 1.235 3.309 3.022
H 0.355 4.754 2.494
H 2.090 4.600 2.166
H -0.066 1.588 0.518
H -0.941 3.016 -0.014
H -0.875 2.617 1.719
C -3.232 -0.778 -1.027
O -3.024 0.287 -0.479
N -4.094 -1.707 -0.542
C -4.310 -2.963 -1.216
C -4.780 -1.424 0.701
H -2.740 -1.080 -1.962
H -5.358 -3.085 -1.508
H -4.028 -3.809 -0.584
H -3.692 -2.992 -2.113
H -5.393 -0.525 0.611
H -4.065 -1.256 1.508
H -5.417 -2.271 0.953

---

6.
35
Properties=species:S:1:pos:R:3 method="wB97M-V/def2-TZVPD" total_charge=+3 total_energy_ha=-3876.3650 orbital_gap_ev=3.76
C -2.620 0.605 -0.182
C -3.063 -0.374 0.898
C -1.981 -0.816 1.873
C -0.699 -1.275 1.151
C 0.487 -1.211 2.107
C 1.502 -0.115 1.744
C 2.402 -0.553 0.580
P 2.189 0.274 -1.012
C 0.840 1.423 -1.055
C 1.369 2.860 -0.617
P 1.957 -1.359 -2.724
O 1.100 -0.449 -3.927
Br 0.431 -2.749 -2.011
H -1.812 1.233 0.204
H -3.414 1.286 -0.459
H -2.351 0.072 -1.091
H -3.480 -1.262 0.439
H -3.857 0.106 1.457
H -1.751 -0.064 2.622
H -2.341 -1.679 2.418
H -0.831 -2.316 0.878
H -0.537 -0.756 0.214
H 0.224 -1.050 3.149
H 1.005 -2.168 2.071
H 2.150 -0.008 2.605
H 1.055 0.862 1.617
H 2.349 -1.629 0.376
H 3.437 -0.371 0.903
H 0.042 1.152 -0.360
H 0.472 1.508 -2.067
H 1.904 3.318 -1.436
H 0.507 3.464 -0.379
H 2.005 2.794 0.253
H 0.357 -0.990 -4.255
In 0.953 0.237 -5.985

---

7.
37
Properties=species:S:1:pos:R:3 method="wB97M-V/def2-TZVPD" total_charge=+2 relative_energy_ev=0.000 total_energy_ha=-1786.6187 orbital_gap_ev=7.50
C 0.116 0.087 -3.733
C 1.032 0.175 -2.678
H 0.658 -0.146 -4.677
H -0.422 1.060 -3.806
H -0.603 -0.720 -3.492
O 1.899 0.253 -1.905
Cl -2.056 -0.122 -1.121
Y -1.205 -0.121 1.314
P -0.119 2.345 0.364
C 1.363 3.312 0.770
C -0.500 2.991 -1.309
H -0.689 4.076 -1.221
H -1.405 4.281 1.014
H -1.391 2.482 -1.703
H -2.424 2.797 1.119
H 2.171 3.042 0.072
H 0.345 2.822 -1.989
C -1.427 3.226 1.324
H 1.140 4.389 0.689
H -1.221 3.151 2.401
H 1.683 3.069 1.793
P 0.102 -2.379 0.164
C 1.564 -3.339 0.644
C -1.245 -3.303 1.028
H -1.090 -2.552 -1.940
H -0.222 -4.070 -1.515
H 0.675 -2.666 -2.185
C -0.158 -2.970 -1.541
H -2.234 -2.836 0.871
H -1.248 -4.317 0.609
H 1.385 -4.408 0.445
H 1.764 -3.184 1.713
H -1.036 -3.350 2.104
H 2.434 -2.990 0.069
C 1.307 -0.047 1.236
O 2.465 0.017 1.244
F -2.410 -0.183 2.917